No. 1
2 unconnected molecules or ions with the total composition C20H39N2O6. Source: the OMol25 dataset; level of theory: the ωB97M-V functional and the def2-TZVPD basis.

The geometry in XYZ format:
```
67
Properties=species:S:1:pos:R:3
O 0.403 1.701 1.835
O 0.512 0.144 4.875
O 3.242 6.699 -2.855
O 1.025 -3.829 -1.472
O 2.510 5.592 -0.891
O -0.368 0.001 -3.180
N -0.701 -5.239 -1.259
N -0.544 -0.294 -1.890
C -0.501 0.462 3.886
C -0.038 -0.544 6.018
C -2.839 0.461 -2.506
C 0.208 -4.798 -3.500
C -1.260 2.179 -1.404
C 0.750 -0.136 -1.169
C -0.112 -2.149 5.853
C -0.071 1.850 3.192
C 0.672 3.889 -1.160
C 0.111 2.453 -0.609
C 2.209 4.149 -0.799
C 0.220 -4.577 -2.012
C -1.727 -6.158 -1.700
C 0.851 -1.026 0.212
C 1.249 1.372 -0.941
C -1.626 0.615 -1.416
C -2.281 0.236 0.001
C -0.203 2.672 0.950
C 3.432 5.854 -1.937
C 1.881 -0.814 -2.159
H -0.161 -1.405 0.576
H 0.167 3.716 1.295
H -1.717 -6.302 -2.778
H 1.789 1.690 -1.915
H 2.198 -0.119 -3.005
H -0.628 -5.038 -0.271
H 0.024 4.682 -0.618
H 0.658 -0.347 6.922
H -1.076 -0.183 6.337
H 0.427 4.026 -2.282
H 0.473 -2.423 4.898
H -0.553 -0.390 3.118
H 1.497 -1.846 -2.519
H 0.739 2.369 3.818
H -1.203 -2.488 5.784
H -2.698 -5.760 -1.395
H -1.557 0.284 0.882
H -2.660 -0.848 -0.078
H -2.106 2.824 -0.949
H -2.690 1.192 -3.387
H -1.565 -7.117 -1.203
H -1.134 2.519 -2.492
H 2.520 3.819 0.248
H 2.816 -1.001 -1.504
H -3.826 0.684 -1.959
H -3.202 0.916 0.128
H 2.034 1.362 -0.103
H 0.350 -2.696 6.751
H 0.999 -4.203 -3.959
H -1.544 0.555 4.378
H 0.393 -5.850 -3.726
H 1.480 -1.973 -0.004
H 1.448 -0.469 1.031
H 2.836 3.654 -1.637
H 4.441 5.291 -1.905
H -0.749 -4.482 -3.920
H -2.872 -0.631 -2.864
H -1.352 2.679 1.104
H -0.999 2.539 3.237
```

The HOMO energy (spin up / spin down) comes out at -8.84 / -9.50 eV. The charge is 0. The calculation puts the LUMO energy (spin up / spin down) at 0.020 / -0.004 hartree. Its multiplicity is 2.

---

No. 2
A molecular structure, C20H39NO2P2PdS3. Source: the OMol25 dataset; level of theory: the ωB97M-V functional and the def2-TZVPD basis.

The geometry in XYZ format:
```
68
Properties=species:S:1:pos:R:3
Pd 0.144 -1.085 -0.570
S -4.243 0.133 -5.034
S -1.429 -0.414 -3.177
S -0.203 -3.410 -0.070
P -3.238 0.370 -3.349
P 1.219 0.590 0.327
O -3.215 1.974 -3.108
O -4.182 -0.006 -2.074
N 2.180 -3.300 1.196
C 3.911 0.857 1.583
C 0.844 -0.309 2.944
C 0.965 -5.348 1.421
C 3.689 -0.128 -0.719
C -2.637 2.714 -2.029
C 2.374 3.301 0.042
C 0.555 0.906 2.062
C 3.129 -3.843 1.954
C -4.373 -1.302 -1.480
C -3.530 3.932 -1.848
C 1.254 2.340 -0.369
C 0.867 2.208 2.803
C 1.159 2.291 -1.896
C 2.996 0.090 0.627
C 3.092 -5.116 2.488
C 1.958 -5.884 2.199
C 1.077 -4.025 0.907
C -3.524 -1.400 -0.225
C -2.456 1.976 -0.710
C -4.146 -2.476 -2.421
H 2.121 4.327 -0.249
H 0.570 3.088 2.231
H -1.885 1.054 -0.826
H 3.988 -3.202 2.150
H 0.301 2.744 -0.005
H -2.464 -1.292 -0.471
H 0.659 -1.235 2.393
H 3.888 0.823 -1.226
H 4.813 0.263 1.775
H -1.906 2.635 -0.030
H 2.107 1.962 -2.331
H 2.581 3.295 1.110
H 0.314 2.227 3.750
H 4.238 1.812 1.169
H 0.937 3.285 -2.302
H 3.058 -0.738 -1.369
H 4.649 -0.636 -0.579
H 3.905 -5.491 3.097
H -3.108 4.608 -1.099
H 1.887 -0.315 3.275
H -3.639 4.468 -2.792
H -3.088 -2.589 -2.654
H 1.926 2.310 3.049
H -4.494 -3.386 -1.924
H -1.650 3.044 -2.377
H 0.074 -5.913 1.179
H -4.519 3.610 -1.518
H -0.521 0.908 1.859
H -3.659 -2.372 0.255
H -3.421 1.739 -0.261
H 3.439 1.047 2.547
H 0.389 1.591 -2.227
H -4.695 -2.338 -3.351
H 3.300 3.041 -0.478
H 1.861 -6.893 2.587
H 0.213 -0.296 3.838
H 2.821 -0.908 1.045
H -5.433 -1.298 -1.198
H -3.793 -0.616 0.485
```

The HOMO energy comes out at -0.76 eV. The charge is -2. The calculation puts the LUMO energy at 0.167 hartree. Its multiplicity is 1. As for the energy relative to the best compared isomer or geometry (same formula, charge and spin): 0.0 kJ/mol.

---

No. 3
A single C20H39NO3 molecule. Source: the OMol25 dataset; level of theory: the ωB97M-V functional and the def2-TZVPD basis.

The geometry in XYZ format:
```
63
Properties=species:S:1:pos:R:3
O -3.305 -0.264 1.300
O -0.912 3.379 3.317
O -2.580 2.399 5.280
N -1.467 1.385 2.421
C -0.819 -0.749 5.207
C 1.221 -1.565 1.494
C -1.060 0.536 5.009
C 2.665 1.523 -7.432
C 0.429 2.538 1.510
C 0.032 -2.170 -2.161
C 0.598 -1.876 2.852
C -2.418 1.123 4.735
C 0.916 -1.673 -1.019
C 0.362 -2.085 0.343
C 0.563 -1.324 5.329
C 0.946 -0.016 -5.287
C -2.674 1.143 3.194
C 0.907 1.482 -5.585
C 0.572 -1.814 -3.547
C 0.521 -0.318 -3.852
C -0.711 2.496 2.502
C 1.328 -1.189 4.004
C -3.265 -0.184 2.705
C 1.221 1.819 -7.043
H 2.328 -1.613 4.115
H 1.619 1.998 -4.936
H 0.547 1.257 -7.695
H -0.090 1.860 -5.347
H -3.196 0.501 5.195
H 1.924 -2.078 -1.139
H 0.836 3.544 1.475
H -0.498 0.046 -3.693
H -0.439 -1.535 2.846
H 2.874 0.458 -7.377
H 1.602 -2.167 -3.635
H -2.623 -1.008 3.025
H 1.118 -0.795 6.107
H -1.980 2.998 4.794
H -0.054 -3.257 -2.087
H 0.589 -2.956 3.013
H -1.265 0.693 1.714
H -0.656 -1.698 0.446
H 1.178 0.222 -3.169
H -0.249 1.253 5.002
H -0.021 -2.343 -4.297
H -4.261 -0.326 3.141
H 0.989 -0.585 -1.057
H 1.956 -0.398 -5.444
H 0.504 -2.376 5.610
H 1.334 -0.483 1.392
H 1.439 -0.127 3.774
H -0.971 -1.753 -2.047
H -1.643 -1.451 5.240
H -3.385 1.962 3.003
H 3.351 2.044 -6.768
H 1.024 2.882 -7.204
H 0.281 -0.538 -5.979
H 2.219 -2.004 1.434
H 1.213 1.856 1.835
H 0.095 2.241 0.519
H 0.303 -3.174 0.398
H -3.918 0.400 0.965
H 2.857 1.853 -8.450
```

The HOMO energy comes out at -9.35 eV. The charge is 0. Its structure (SMILES) is CCCCCCCCCCCCC/C=C/[C@@H](O)[C@H](CO)NC(C)=O. The calculation puts the LUMO energy at 0.019 hartree. Its multiplicity is 1. As for the energy relative to the best compared isomer or geometry (same formula, charge and spin): 13.8 kJ/mol.

---

No. 4
A molecular structure, C20H40AsBF6Mg2N2O22. Source: the OMol25 dataset; level of theory: the ωB97M-V functional and the def2-TZVPD basis.

The geometry in XYZ format:
```
94
Properties=species:S:1:pos:R:3
As -3.190 11.693 -8.184
Mg -4.542 10.219 -13.937
Mg -6.813 11.003 -8.627
F -2.909 11.022 -9.839
F -3.608 12.363 -6.557
F -1.481 12.029 -7.838
F -4.939 11.347 -8.313
F -3.143 10.118 -7.415
F -3.355 13.312 -8.965
O -3.494 8.870 -12.950
O -9.725 12.603 -14.946
O -5.660 8.745 -14.366
O -10.983 8.898 -12.674
O -8.936 9.575 -11.865
O -3.319 11.619 -13.200
O -7.135 12.331 -15.968
O -8.651 10.684 -8.662
O -5.223 13.035 -16.474
O -5.434 11.418 -15.120
O -10.608 11.195 -11.821
O -9.592 10.699 -13.822
O -6.516 10.964 -10.533
O -8.277 14.706 -15.425
O -10.655 6.597 -12.254
O -3.031 10.103 -15.303
O -8.164 7.507 -11.147
O -7.520 12.884 -8.907
O -7.415 11.962 -12.191
O -11.095 13.422 -12.414
O -5.792 10.603 -12.391
O -8.409 14.331 -17.967
N -6.599 11.227 -11.672
N -5.929 12.223 -15.861
C -6.978 8.566 -15.014
C -1.911 11.002 -15.102
C -2.851 9.087 -16.328
C -8.941 13.002 -9.071
C -9.372 9.446 -8.442
C -7.982 15.901 -16.136
C -10.336 7.805 -12.235
C -2.458 12.128 -14.255
C -3.350 12.570 -12.083
C -9.951 11.917 -13.933
C -6.994 14.118 -9.301
C -5.101 7.500 -13.926
C -8.486 15.708 -17.621
C -9.651 11.748 -8.536
C -2.239 8.856 -12.166
C -10.612 12.287 -12.603
C -7.664 14.774 -14.149
C -9.010 8.282 -11.703
C -4.363 7.746 -12.619
C -7.536 14.105 -19.087
B -10.107 10.100 -12.559
H -4.586 7.051 -14.776
H -1.651 7.975 -12.422
H -6.930 16.176 -16.062
H -6.607 15.017 -14.043
H -7.660 14.812 -19.907
H -2.371 12.494 -11.611
H -9.246 13.060 -10.116
H -3.471 13.580 -12.475
H -6.493 14.079 -18.773
H -8.504 16.686 -15.588
H -2.593 8.929 -11.138
H -1.002 10.634 -14.624
H -5.043 8.091 -11.839
H -10.293 9.357 -9.018
H -5.908 14.024 -9.291
H -9.663 9.404 -7.392
H -8.402 15.365 -13.606
H -3.684 8.389 -16.418
H -7.861 16.393 -18.194
H -2.577 9.561 -17.271
H -9.440 13.814 -8.543
H -9.817 11.868 -7.466
H -7.641 13.060 -19.380
H -4.053 12.363 -11.276
H -5.964 6.861 -13.737
H -1.586 9.678 -12.460
H -8.768 8.569 -8.676
H -6.798 8.166 -16.012
H -3.015 12.727 -14.975
H -1.568 12.646 -13.895
H -10.553 11.486 -9.089
H -3.908 6.867 -12.162
H -7.139 14.342 -10.358
H -1.906 8.585 -16.123
H -7.301 15.039 -8.807
H -7.727 13.739 -13.815
H -7.653 7.972 -14.398
H -1.694 11.346 -16.113
H -9.475 16.153 -17.516
H -7.442 9.534 -15.203
```

The HOMO energy comes out at -7.86 eV. The charge is 0. The calculation puts the LUMO energy at -0.063 hartree. Its multiplicity is 1. As for the energy relative to the best compared isomer or geometry (same formula, charge and spin): 649.8 kJ/mol.

---

What did we get for F_max? Answer: 0.1063, 0.0059, 0.0143, 0.1354 hartree/bohr, in the order shown.
What did we get for energy? Answer: -1346.14947, -2996.03396, -1065.95463, -5810.91288 hartree, in the order shown.